Computed, not measured: a molecular structure, C28H30BN4O5Pt at a distorted geometry, with ωB97M-V with the def2-TZVPD basis set.

Each line ends with the natural charge from an NBO analysis.
CARTESIAN COORDINATES (ANGSTROEM)
Pt 0.04051 -2.33615 -1.04769  0.48
O 6.58358 -1.66549 0.93703  -0.71
C 6.28096 -2.16172 -0.34741  -0.10
C 4.79252 -2.22685 -0.51054  0.04
C 4.21584 -2.29585 -1.77845  -0.23
C 2.85091 -2.36418 -1.88167  0.08
N 2.03292 -2.40043 -0.81642  -0.45
C 2.57557 -2.34837 0.42819  0.19
C 3.95465 -2.24269 0.58512  -0.17
C 1.66961 -2.48480 1.57483  0.16
C 2.10246 -2.35294 2.89483  -0.20
C 1.23504 -2.56565 3.94873  0.02
C 1.71566 -2.39374 5.37158  -0.09
O 2.62311 -3.41149 5.75226  -0.70
C -0.05989 -2.97294 3.64451  -0.23
C -0.43491 -3.04685 2.31621  0.05
N 0.38308 -2.76906 1.30669  -0.49
H 7.53735 -1.65648 1.05441  0.49
H 6.67733 -3.17646 -0.48195  0.20
H 6.70157 -1.53003 -1.13648  0.19
H 4.83188 -2.28297 -2.66703  0.24
H 2.36578 -2.38415 -2.84596  0.23
H 4.39360 -2.18334 1.56891  0.24
H 3.12941 -2.08212 3.09981  0.23
H 0.86240 -2.33603 6.05290  0.18
H 2.27490 -1.46087 5.44356  0.20
H 2.14846 -4.23982 5.87463  0.47
H -0.77242 -3.22297 4.42011  0.23
H -1.44386 -3.35037 2.06172  0.20
N -6.91923 -2.44963 -2.64484  -0.80
C -6.24826 -2.36893 -1.47504  0.64
O -6.80114 -2.37349 -0.39501  -0.58
C -4.74487 -2.28344 -1.54524  -0.05
C -4.10199 -1.86866 -0.38135  -0.20
C -2.72983 -1.86147 -0.32209  0.06
N -1.96025 -2.27538 -1.34814  -0.45
C -2.57328 -2.60642 -2.49101  0.06
C -3.94682 -2.62309 -2.63012  -0.22
H -7.92301 -2.50141 -2.59834  0.42
H -6.48067 -2.39871 -3.54543  0.40
H -4.70680 -1.57640 0.46497  0.27
H -2.20926 -1.50840 0.55312  0.23
H -1.93014 -2.88084 -3.31437  0.23
H -4.36616 -2.91860 -3.58181  0.23
C -0.26095 6.68081 -0.95154  -0.61
C -1.05139 5.46075 -0.47558  -0.08
C -1.16272 5.52544 1.05565  -0.60
C -2.45498 5.52324 -1.09802  -0.60
C -0.38565 4.14413 -0.87218  0.01
C 0.81677 4.09768 -1.57854  -0.21
C 1.43284 2.90484 -1.95119  -0.24
C 0.80650 1.73848 -1.58569  0.20
O 1.16256 0.42211 -1.81636  -0.68
B 0.15416 -0.33146 -1.25563  0.91
O -0.80859 0.46642 -0.66053  -0.70
C -0.39182 1.76681 -0.88271  0.29
C -1.00449 2.93954 -0.51719  -0.27
H -0.78527 7.58748 -0.64783  0.22
H -0.16916 6.69761 -2.03870  0.21
H 0.73540 6.70806 -0.50736  0.21
H -1.61663 6.47085 1.35867  0.21
H -0.17400 5.45828 1.51290  0.21
H -1.77819 4.71545 1.44863  0.20
H -2.93211 6.47305 -0.84959  0.21
H -3.09492 4.72018 -0.73112  0.20
H -2.39410 5.44445 -2.18481  0.21
H 1.30822 5.01753 -1.86054  0.22
H 2.36138 2.89497 -2.50594  0.23
H -1.93915 2.91293 0.02743  0.22

HOMO-LUMO gap: 7.062 eV
HOMO energy: -0.384 hartree
Energy relative to the best compared isomer or geometry (same formula, charge and spin): 70.4 kJ/mol
2S+1: 1
Net charge: +1



Computed, not measured: a molecular structure, C5H20KO5 at a distorted geometry, with ωB97M-V with the def2-TZVPD basis set.

Each line ends with the natural charge from an NBO analysis.
CARTESIAN COORDINATES (ANGSTROEM)
K -0.25516 -0.68129 -1.11932  0.95
C -2.61716 -0.66029 1.44868  -0.26
O -2.54016 -0.06929 0.16468  -0.76
H -1.89716 -0.21529 2.16468  0.16
H -2.42516 -1.72829 1.42968  0.19
H -3.62416 -0.50829 1.83168  0.19
H -3.17916 0.62471 0.16368  0.49
C 0.22584 -2.55429 2.20268  -0.26
O 0.82084 -2.36729 0.88268  -0.78
H -0.31916 -3.49729 2.25568  0.19
H -0.45316 -1.71729 2.52368  0.18
H 1.04284 -2.56529 2.91268  0.19
H 1.67984 -2.83029 0.83168  0.49
C -1.77316 2.09971 -2.28032  -0.26
O -0.52616 1.57671 -2.68432  -0.74
H -1.81116 2.23171 -1.17432  0.16
H -2.62916 1.49071 -2.55432  0.19
H -1.89716 3.05771 -2.73332  0.19
H 0.09484 2.28571 -2.41732  0.48
C 2.69884 0.22071 -1.84132  -0.27
O 2.62684 -1.08829 -1.30132  -0.76
H 3.27784 0.26971 -2.75632  0.19
H 3.13784 0.84971 -1.09632  0.18
H 1.77084 0.58171 -2.26232  0.18
H 3.53984 -1.40429 -1.11432  0.49
C 0.92484 0.78371 1.28068  -0.27
O 0.54184 1.58871 0.17268  -0.76
H 1.34284 -0.06429 0.81768  0.20
H 0.10684 0.53671 1.95668  0.17
H 1.76084 1.31171 1.78368  0.19
H 0.35384 2.44171 0.51168  0.48

HOMO-LUMO gap: 11.302 eV
HOMO energy: -0.509 hartree
Energy relative to the best compared isomer or geometry (same formula, charge and spin): 66.8 kJ/mol
2S+1: 1
Net charge: +1



Computed, not measured: C4H8N4 in the gas phase, with ωB97M-V with the def2-TZVPD basis set.

Each line ends with the natural charge from an NBO analysis.
CARTESIAN COORDINATES (ANGSTROEM)
C 0.88160 -0.05475 -1.43289  -0.27
C 1.02102 1.10824 -0.70454  0.02
N 0.60827 1.64740 0.49845  -0.46
N -0.42124 1.07835 1.36834  -0.41
C -0.51638 -0.20640 0.67852  -0.28
C -1.24765 -1.49168 0.55533  -0.29
N -0.62357 -1.99338 -0.77097  -0.12
N 0.21227 -1.36909 -1.46267  -0.16
H 1.48117 -0.03484 -2.33736  0.21
H 1.67521 1.82508 -1.19400  0.22
H 0.55337 2.64711 0.51837  0.39
H 0.07702 0.94204 2.24719  0.35
H 0.49022 -0.58361 0.65667  0.17
H -0.80872 0.18659 -0.29178  0.20
H -2.32093 -1.42933 0.36211  0.21
H -1.06166 -2.27173 1.30924  0.21

HOMO-LUMO gap: 8.736 eV
HOMO energy: -0.300 hartree
Energy relative to the best compared isomer or geometry (same formula, charge and spin): 619.4 kJ/mol
2S+1: 1
SMILES string: C1=C\NNCC\N=N/1



Computed, not measured: a gas-phase ion, C3H5N4 (charge +1) at a distorted geometry, with ωB97M-V with the def2-TZVPD basis set.

Each line ends with the natural charge from an NBO analysis.
CARTESIAN COORDINATES (ANGSTROEM)
C 1.89020 0.38709 1.43780  0.16
C -0.90222 0.18387 -1.52834  0.01
C -0.75099 -0.99053 0.59793  0.09
N 1.42427 0.73706 0.40743  -0.04
N 0.32736 0.70064 -1.67190  -0.10
N 1.25244 0.92433 -0.83053  -0.13
N -1.31348 -0.25555 -0.24638  -0.43
H 2.54889 0.29906 2.22892  0.28
H -1.56843 0.12326 -2.41771  0.26
H -0.79019 -0.77057 1.70362  0.25
H 0.01340 -1.65769 0.26288  0.22
H -2.13126 0.31902 0.05629  0.44

HOMO-LUMO gap: 7.589 eV
HOMO energy: -0.487 hartree
Energy relative to the best compared isomer or geometry (same formula, charge and spin): 607.9 kJ/mol
2S+1: 1
Net charge: +1